Entry 1:
DFT (ωB97M-V/def2-TZVPD) results for 8 unconnected molecules or ions with the total composition C53H60ClNP.

Positions of all 116 atoms, in Å:
C (-1.94269, -2.40059, 0.96036)
C (-3.06536, -1.70880, 0.18425)
P (-4.56506, -1.35787, 1.16630)
C (-4.01904, -1.05212, 2.87464)
N (-5.00081, 0.45043, 0.72881)
Cl (-6.33326, 0.32136, -0.38792)
C (-3.98159, 1.40907, 0.16784)
C (-2.98313, 1.86958, 1.23544)
C (-1.54477, 1.44955, 1.09839)
C (-0.80625, 1.08749, 2.23247)
C (0.53944, 0.73809, 2.13466)
C (1.16112, 0.73486, 0.88004)
C (0.43899, 1.10524, -0.25303)
C (-0.90010, 1.47540, -0.14929)
H (-1.01459, -2.23671, 0.43346)
H (-1.80411, -2.01856, 1.95633)
H (-2.10543, -3.46746, 1.00534)
H (-2.67241, -0.84902, -0.33373)
H (-3.42889, -2.38381, -0.57962)
H (-4.69922, -0.34558, 3.33576)
H (-3.01290, -0.67715, 2.98105)
H (-4.13975, -1.99604, 3.38696)
H (-5.37729, 0.88128, 1.57129)
H (-4.54623, 2.25784, -0.18834)
H (-3.53587, 0.94358, -0.69421)
H (-3.33536, 1.57682, 2.21739)
H (-3.01849, 2.95177, 1.22852)
H (-1.27500, 1.09863, 3.20110)
H (1.09514, 0.47197, 3.01410)
H (2.19148, 0.44645, 0.77714)
H (0.92509, 1.11840, -1.21070)
H (-1.42636, 1.80015, -1.03269)
C (5.14340, -0.03583, 0.55639)
C (4.84816, 0.37079, -0.73679)
C (5.56970, -0.13507, -1.80851)
C (6.58554, -1.05354, -1.58426)
C (6.87850, -1.46445, -0.29109)
C (6.15917, -0.95368, 0.77992)
H (4.58344, 0.36446, 1.39302)
H (4.05502, 1.08900, -0.91157)
H (5.34200, 0.18481, -2.81696)
H (7.14932, -1.44986, -2.41800)
H (7.66970, -2.18141, -0.11804)
H (6.38796, -1.27213, 1.78883)
C (5.90124, 0.25642, 4.61210)
C (5.18122, 0.73448, 5.69798)
C (5.61329, 0.46543, 6.98891)
C (6.76721, -0.27797, 7.19328)
C (7.48835, -0.75342, 6.10720)
C (7.05504, -0.48721, 4.81614)
H (5.56569, 0.46807, 3.60464)
H (4.28509, 1.32067, 5.53877)
H (5.05179, 0.83612, 7.83659)
H (7.10586, -0.48698, 8.19969)
H (8.38950, -1.33022, 6.26804)
H (7.61997, -0.85649, 3.96988)
C (1.17615, 4.12084, -4.95179)
C (0.44161, 4.59935, -3.87545)
C (0.85941, 4.33609, -2.57831)
C (2.01496, 3.59850, -2.36026)
C (2.75115, 3.12152, -3.43599)
C (2.33013, 3.38167, -4.73281)
H (0.85115, 4.32535, -5.96286)
H (-0.45461, 5.18153, -4.04837)
H (0.28913, 4.71019, -1.73716)
H (2.34424, 3.39811, -1.34783)
H (3.65439, 2.54992, -3.26411)
H (2.90084, 3.00977, -5.57324)
C (-1.78922, 3.40460, -10.06511)
C (-1.64766, 2.05844, -9.75908)
C (-1.38251, 1.66680, -8.45436)
C (-1.26088, 2.62174, -7.45477)
C (-1.40397, 3.96763, -7.76180)
C (-1.66638, 4.36022, -9.06649)
H (-1.99353, 3.70939, -11.08272)
H (-1.74284, 1.31419, -10.53845)
H (-1.26804, 0.61704, -8.21763)
H (-1.05210, 2.31775, -6.43656)
H (-1.31229, 4.71426, -6.98286)
H (-1.77376, 5.40995, -9.30542)
C (8.93930, -0.77818, 12.79427)
C (8.02974, -0.01584, 12.07518)
C (8.31372, 0.34970, 10.76696)
C (9.50424, -0.04947, 10.17619)
C (10.41314, -0.81265, 10.89526)
C (10.13100, -1.17578, 12.20457)
H (8.71995, -1.06177, 13.81506)
H (7.10056, 0.29424, 12.53493)
H (7.60726, 0.95047, 10.20792)
H (9.72464, 0.23619, 9.15533)
H (11.34204, -1.12346, 10.43574)
H (10.84106, -1.76802, 12.76636)
C (-4.33531, -6.12750, -3.17927)
C (-4.36564, -5.04289, -2.31454)
C (-5.43458, -4.15869, -2.35038)
C (-6.47645, -4.35668, -3.24541)
C (-6.44554, -5.44237, -4.10842)
C (-5.37523, -6.32559, -4.07618)
H (-3.50363, -6.81864, -3.15324)
H (-3.55430, -4.89298, -1.61216)
H (-5.45966, -3.30846, -1.67731)
H (-7.31330, -3.67001, -3.26801)
H (-7.25771, -5.60193, -4.80472)
H (-5.35238, -7.17111, -4.75028)
C (-11.16203, -0.72014, -3.53985)
C (-11.03791, -1.14411, -4.85526)
C (-9.78256, -1.39516, -5.39109)
C (-8.64830, -1.22447, -4.61066)
C (-8.77533, -0.80159, -3.29530)
C (-10.02911, -0.54756, -2.75797)
H (-12.14130, -0.52483, -3.12420)
H (-11.92152, -1.27963, -5.46404)
H (-9.68790, -1.72229, -6.41771)
H (-7.66888, -1.42014, -5.02806)
H (-7.88956, -0.67273, -2.68687)
H (-10.12738, -0.21698, -1.73172)

Atomic forces in eV per Å
-0.02 0.00 -0.25
-0.02 -0.08 0.13
-0.50 -0.42 0.29
0.09 0.36 -0.36
0.46 -0.05 -0.46
-0.12 0.16 -0.06
0.05 0.20 0.29
0.02 -0.01 -0.08
0.62 -0.36 -0.34
0.15 0.01 -0.55
-0.20 0.15 -0.88
-0.66 0.10 0.26
-0.22 -0.02 0.48
0.14 -0.21 0.72
0.30 0.00 -0.16
0.06 0.14 0.36
-0.08 -0.29 0.15
0.10 0.46 -0.04
-0.06 -0.11 -0.36
-0.29 0.05 0.23
0.33 0.03 0.08
0.09 -0.26 0.24
-0.19 -0.07 0.10
-0.26 0.16 -0.11
0.20 -0.23 -0.22
-0.15 -0.04 0.32
-0.02 0.34 0.06
-0.17 0.00 0.28
0.13 -0.08 0.24
0.25 -0.07 0.04
0.10 0.03 -0.28
-0.11 0.04 -0.20
-0.02 0.00 0.00
-0.07 0.06 -0.02
0.00 -0.03 0.02
0.00 -0.01 0.00
0.00 0.02 -0.01
0.00 -0.03 0.03
0.01 0.02 0.01
0.01 0.02 -0.01
0.00 0.00 -0.01
0.01 0.00 -0.01
0.02 -0.01 0.00
0.00 -0.01 0.01
-0.01 0.00 -0.02
-0.01 -0.01 0.00
0.00 0.00 0.00
0.01 -0.01 0.03
0.00 0.00 0.00
0.00 0.00 -0.01
0.02 0.02 -0.01
-0.01 0.01 0.00
0.00 0.01 0.01
0.00 -0.02 0.01
0.01 -0.01 0.00
0.02 0.01 -0.01
0.00 0.01 -0.02
-0.02 -0.02 0.00
-0.02 -0.03 0.00
0.02 -0.03 0.06
-0.02 -0.02 0.00
-0.01 -0.02 0.01
0.02 0.00 -0.02
-0.01 0.02 0.00
0.01 0.02 0.01
0.02 0.03 0.01
0.02 0.01 0.00
0.01 0.01 -0.01
0.00 0.00 0.00
0.00 0.00 0.00
0.00 -0.01 0.00
-0.01 -0.01 0.01
-0.01 0.01 0.02
0.00 0.00 -0.01
0.00 0.00 -0.02
0.00 -0.01 -0.01
0.00 -0.01 0.00
0.02 0.00 0.01
-0.01 0.01 0.01
-0.01 0.01 0.00
0.00 0.00 0.00
0.00 -0.01 0.00
-0.03 0.01 -0.01
0.00 0.00 -0.03
0.00 -0.01 0.00
0.00 0.00 0.00
0.00 0.00 0.01
-0.01 0.01 0.01
0.00 0.02 0.00
0.00 0.01 -0.01
0.02 0.00 0.00
0.01 -0.01 0.01
0.00 -0.01 0.00
0.00 0.03 0.01
0.03 0.05 0.02
-0.02 0.03 0.01
0.01 -0.01 0.00
0.00 0.00 0.00
0.01 -0.01 0.00
0.01 0.00 0.00
-0.04 0.00 0.03
-0.01 0.00 0.00
-0.01 0.00 -0.01
0.00 -0.01 -0.01
-0.01 0.00 0.00
0.00 0.00 0.00
-0.01 0.00 0.00
0.02 0.00 -0.01
-0.04 0.00 0.01
0.01 -0.01 0.01
-0.02 0.00 0.00
-0.01 0.00 -0.01
0.00 -0.01 -0.01
0.01 0.00 0.00
0.08 -0.01 0.02
-0.01 0.00 0.01

Output
Net charge: +1
Gap between HOMO and LUMO: 6.680 eV

Entry 2:
DFT (ωB97M-V/def2-TZVPD) results for 2 unconnected molecules or ions with the total composition C53H62F6N5O at a distorted geometry.

Positions of all 127 atoms, in Å:
C (-2.80286, -5.57574, -0.32873)
O (-3.31198, -4.35498, 0.25250)
C (-2.43544, -3.37459, 0.58998)
C (-1.03592, -3.55580, 0.57898)
C (-0.21813, -2.48719, 0.88061)
C (-0.75327, -1.20136, 1.11724)
C (0.15286, -0.10860, 1.33477)
N (-0.15463, 1.20150, 0.99114)
C (-1.19705, 1.68210, 0.13049)
C (-2.00008, 2.76232, 0.55464)
C (-1.79037, 3.51346, 1.87330)
C (-2.91629, 3.21695, 2.86250)
C (-1.65961, 5.02049, 1.64442)
C (-3.09169, 3.13633, -0.22451)
C (-3.39025, 2.47367, -1.40692)
C (-2.53982, 1.47963, -1.87507)
C (-1.41097, 1.09852, -1.14719)
C (-0.39615, 0.17413, -1.83906)
C (0.49303, 0.98269, -2.78575)
C (-1.06006, -1.03097, -2.50978)
N (0.77798, 2.05281, 1.46954)
N (1.78582, 1.26352, 1.91309)
C (2.98310, 1.91259, 2.41859)
C (2.91437, 2.60127, 3.64072)
C (1.61740, 2.59013, 4.44631)
C (1.38836, 3.86893, 5.25053)
C (1.54323, 1.34931, 5.32042)
C (4.05418, 3.24472, 4.11976)
C (5.23651, 3.24785, 3.38259)
C (5.26807, 2.63717, 2.13515)
C (4.13874, 2.00653, 1.61364)
C (4.17807, 1.46290, 0.17975)
C (5.13364, 0.28098, 0.06462)
C (4.48879, 2.55139, -0.85098)
C (1.37122, -0.08812, 2.00560)
C (2.01318, -1.07509, 2.72948)
C (-2.17400, -1.03970, 1.17804)
C (-2.99605, -2.11589, 0.95130)
H (-3.70085, -6.18084, -0.44973)
H (-2.34133, -5.38198, -1.30320)
H (-2.09454, -6.08492, 0.33429)
H (-0.59983, -4.52690, 0.32779)
H (0.86014, -2.62353, 0.93299)
H (-0.84448, 3.16782, 2.29867)
H (-3.02909, 2.13503, 3.00272)
H (-2.69585, 3.66759, 3.83844)
H (-3.87198, 3.62123, 2.49436)
H (-0.84182, 5.21277, 0.94111)
H (-2.58934, 5.43644, 1.22972)
H (-1.43444, 5.52590, 2.59188)
H (-3.72391, 3.96317, 0.12883)
H (-4.26935, 2.75449, -1.98601)
H (-2.73250, 1.00219, -2.84173)
H (0.25680, -0.23978, -1.06586)
H (0.97293, 1.79665, -2.22475)
H (1.28388, 0.35636, -3.21922)
H (-0.09334, 1.43519, -3.59896)
H (-1.74731, -1.51804, -1.80625)
H (-1.62064, -0.75050, -3.41304)
H (-0.29839, -1.77259, -2.78994)
H (0.81255, 2.54246, 3.70098)
H (1.48156, 4.74841, 4.60208)
H (0.37915, 3.87057, 5.67943)
H (2.10835, 3.96407, 6.07365)
H (1.71501, 0.44901, 4.71678)
H (2.31302, 1.39674, 6.10471)
H (0.55860, 1.27240, 5.79600)
H (4.01930, 3.76606, 5.07653)
H (6.13033, 3.72477, 3.78824)
H (6.18287, 2.67138, 1.53794)
H (3.16590, 1.09953, -0.02780)
H (4.80684, -0.50543, 0.75465)
H (5.12510, -0.12724, -0.95264)
H (6.16156, 0.57401, 0.32320)
H (3.75525, 3.36258, -0.77175)
H (5.48900, 2.98227, -0.70472)
H (4.43149, 2.14479, -1.86825)
H (2.92571, -0.81231, 3.26087)
H (1.56109, -2.05653, 2.71975)
H (-2.60018, -0.07181, 1.44109)
H (-4.08191, -2.02316, 1.00108)
C (3.05596, -9.76973, 7.55237)
N (3.37728, -8.86366, 6.47761)
C (4.75571, -8.90572, 6.00797)
C (5.56757, -7.95400, 6.83515)
F (6.88991, -7.91580, 6.54620)
F (5.07038, -6.67565, 6.67814)
F (5.43899, -8.25728, 8.17274)
C (2.51023, -7.88934, 6.06562)
C (2.46843, -7.51773, 4.69368)
C (1.63887, -6.49243, 4.27910)
C (0.88648, -5.72446, 5.22511)
C (-0.04016, -4.74115, 4.76916)
C (-1.22134, -4.36765, 5.45024)
C (-2.08883, -3.37027, 4.88945)
C (-3.07169, -2.76368, 5.65073)
C (-3.25795, -3.13699, 7.01403)
N (-4.07389, -2.39696, 7.87291)
C (-3.82494, -1.00391, 8.16643)
C (-5.44686, -2.82330, 8.13797)
C (-5.51403, -3.75292, 9.31010)
F (-6.79108, -4.00955, 9.71623)
F (-4.93649, -4.96371, 9.01134)
F (-4.82301, -3.23386, 10.37753)
C (-2.57612, -4.28770, 7.48897)
C (-1.64184, -4.92913, 6.69844)
C (1.11947, -5.99234, 6.60834)
C (1.80093, -7.11807, 7.02287)
H (1.99595, -10.05956, 7.49164)
H (3.67482, -10.67267, 7.44251)
H (3.23406, -9.33888, 8.54835)
H (5.13030, -9.92265, 6.15545)
H (4.79957, -8.59327, 4.96770)
H (3.08760, -8.07440, 3.98613)
H (1.51981, -6.27716, 3.21257)
H (0.16600, -4.25115, 3.81169)
H (-1.93873, -3.07310, 3.84854)
H (-3.71873, -1.98667, 5.22925)
H (-3.05820, -0.56582, 7.51504)
H (-4.75755, -0.43835, 8.04731)
H (-3.50238, -0.86975, 9.20852)
H (-6.02844, -1.92660, 8.38306)
H (-5.83008, -3.35346, 7.25702)
H (-2.77696, -4.63611, 8.50035)
H (-1.19276, -5.84143, 7.09420)
H (0.72034, -5.31337, 7.36456)
H (1.90495, -7.36798, 8.08331)

Atomic forces in eV per Å
-0.48 0.58 0.30
0.23 -0.36 -0.05
0.40 0.34 -0.06
-1.02 -0.39 0.01
-0.13 0.97 0.20
-0.70 -0.91 0.04
-1.43 1.67 -0.98
2.42 -0.14 1.57
-0.85 0.73 -0.63
0.03 -0.20 0.52
0.23 -0.24 -0.04
-0.14 -0.11 0.00
0.09 -0.06 -0.17
-0.17 0.08 -0.09
-0.08 0.08 -0.05
0.12 0.06 0.10
0.48 -0.08 0.05
-0.11 -0.20 0.65
-0.01 0.27 0.01
-0.04 -0.10 -0.03
-0.26 -0.68 -2.17
-1.08 -0.31 0.17
0.11 0.58 -0.19
-0.20 -0.29 0.37
-0.07 0.28 -0.44
0.12 0.11 -0.07
0.13 -0.27 0.11
0.11 0.07 -0.11
-0.10 -0.18 0.08
0.05 0.11 0.05
-0.32 -0.37 -0.34
-0.34 0.00 0.32
0.03 -0.19 0.17
-0.07 0.24 0.12
1.84 -0.12 1.37
-0.08 0.77 -0.65
1.18 -0.15 0.19
0.05 -1.06 -0.41
0.24 -0.08 -0.08
-0.01 0.02 0.17
-0.13 0.09 -0.05
-0.19 0.41 0.09
-0.21 0.09 -0.28
-0.32 0.15 0.04
-0.06 0.14 0.04
-0.09 -0.04 -0.19
0.22 -0.14 0.17
-0.15 0.12 0.11
0.29 0.00 0.15
-0.09 -0.06 -0.21
0.27 -0.47 -0.27
0.21 -0.04 0.13
0.08 0.25 0.41
-0.01 0.10 -0.08
-0.05 -0.12 -0.20
-0.23 0.09 0.06
0.15 -0.15 0.17
0.06 0.06 -0.17
0.16 -0.12 0.21
-0.18 0.24 -0.04
0.06 -0.03 0.29
0.00 -0.09 0.18
0.19 -0.04 -0.03
-0.19 0.02 -0.12
-0.11 0.13 0.25
-0.18 -0.05 -0.13
0.13 0.00 0.00
-0.01 -0.16 -0.26
-0.27 -0.08 -0.16
-0.31 0.01 0.16
0.10 -0.04 -0.09
0.19 0.02 -0.11
0.06 0.09 0.15
-0.23 -0.11 -0.11
0.17 -0.07 -0.04
-0.21 -0.13 -0.05
0.06 0.03 0.21
-0.24 -0.41 -0.09
0.45 0.03 0.22
0.11 -0.23 -0.13
0.30 -0.06 -0.07
-0.52 -0.15 0.78
0.27 -0.57 -0.48
-0.76 -0.29 -0.21
0.55 1.47 1.26
-1.22 -0.21 0.10
0.60 -1.12 0.17
0.30 0.32 -1.23
0.57 0.75 -0.19
-0.35 0.36 0.06
0.27 0.04 0.14
0.42 0.34 -0.02
-0.05 -0.68 0.28
-0.76 0.15 0.09
0.43 0.25 0.13
0.02 -0.10 0.41
0.83 -0.28 -0.63
-0.83 -0.25 0.12
0.23 0.66 0.02
0.70 -0.08 -0.48
0.01 -0.84 1.44
1.22 0.32 -0.43
-0.59 0.86 0.39
-0.77 -0.60 -0.89
-0.25 0.27 -0.33
0.21 0.18 0.29
-0.58 -0.78 0.27
-0.17 0.16 -0.23
0.36 0.05 -0.02
-0.30 0.31 0.12
0.05 -0.18 -0.16
0.13 0.24 -0.30
0.34 -0.16 -0.01
-0.46 0.22 0.11
0.12 -0.06 0.39
-0.28 -0.35 0.04
0.05 0.08 0.26
0.37 -0.26 0.12
-0.18 -0.21 0.08
0.30 0.10 -0.12
0.02 -0.06 -0.19
-0.10 -0.41 -0.21
-0.35 0.18 0.26
0.04 0.04 -0.36
-0.15 0.36 -0.27
0.25 -0.18 -0.31
0.04 0.27 -0.43

Output
Net charge: +1
ΔE to the lowest compared entry with this formula, charge and spin: 65.1 kcal/mol
Gap between HOMO and LUMO: 2.786 eV